# 1
Formula: C40H38BrClGeN2O4Ru
Source: OMol25
Level of theory: ωB97M-V/def2-TZVPD

```
88
Properties=species:S:1:pos:R:3:forces:R:3
Ru 0.05784 -1.77231 -0.53735 0.29 -0.16 0.25
C -1.12786 -1.05742 0.91577 -0.37 -0.09 -0.91
Ge -0.81571 0.18895 2.26560 0.10 0.04 0.19
C -0.36320 -0.75989 3.93799 0.01 0.05 0.18
C 0.01416 -2.09981 3.90746 0.05 0.02 0.10
C 0.31846 -2.78802 5.07812 -0.01 0.04 -0.04
C 0.23867 -2.14333 6.30542 -0.01 0.03 0.00
C -0.14140 -0.80638 6.35703 0.00 0.00 -0.08
C -0.43477 -0.12488 5.18042 0.00 -0.11 0.02
C 0.57396 1.61371 2.21041 0.12 0.08 -0.07
C 0.50735 2.65847 1.28391 0.06 0.03 0.04
C 1.52291 3.60189 1.17486 -0.08 -0.06 0.02
C 2.64009 3.51912 1.99602 -0.01 -0.01 0.01
C 2.72895 2.49103 2.92360 -0.06 -0.04 -0.03
C 1.70637 1.55219 3.02568 0.02 0.05 -0.04
C -2.50818 1.12335 2.67562 -0.12 0.09 -0.01
C -2.64277 2.50080 2.84039 -0.04 -0.02 0.10
C -3.88707 3.08502 3.06670 0.03 -0.07 -0.01
C -5.02442 2.29321 3.13093 0.03 -0.04 -0.01
C -4.91060 0.91601 2.96913 0.06 0.03 0.00
C -3.66634 0.34214 2.74256 -0.06 0.09 -0.03
H 0.06497 -2.59757 2.94742 -0.01 0.00 -0.02
H 0.61801 -3.82916 5.02958 0.00 0.01 0.00
H 0.47159 -2.67882 7.21928 0.00 0.00 0.00
H -0.20883 -0.29721 7.31256 0.00 0.00 0.00
H -0.73145 0.91960 5.23076 0.01 -0.02 0.00
H -0.34741 2.73294 0.61949 0.01 -0.01 0.00
H 1.44910 4.39125 0.43556 0.00 0.00 0.00
H 3.44215 4.24225 1.90254 0.00 0.00 0.00
H 3.60425 2.40719 3.55818 0.00 -0.01 0.00
H 1.80341 0.74624 3.74451 0.00 0.01 -0.01
H -1.76381 3.13548 2.79559 0.01 -0.01 -0.02
H -3.96704 4.16028 3.18236 0.00 0.01 0.00
H -5.99628 2.74575 3.29287 0.00 0.00 0.01
H -5.79630 0.29114 3.00296 0.01 0.01 0.00
H -3.58823 -0.72882 2.58287 0.01 0.02 0.00
C -0.00878 -4.88602 0.88255 -0.01 -0.09 -0.18
O 0.49571 -4.51765 -0.38405 -0.03 -0.05 0.11
H -1.00962 -5.29682 0.73928 -0.02 -0.02 0.00
H -0.09835 -4.02867 1.54935 0.00 0.06 0.05
H 0.61412 -5.65173 1.36330 0.01 -0.01 0.01
Br -5.39229 0.28645 -3.42715 0.00 -0.01 0.01
C -4.07138 -0.11854 -2.10156 0.00 -0.04 0.03
C -3.14083 0.84699 -1.74127 0.11 -0.02 0.03
C -2.17938 0.54851 -0.79702 -0.04 -0.06 0.02
C -2.08977 -0.72503 -0.14246 -0.15 0.11 0.30
C -3.08676 -1.66169 -0.55487 -0.02 -0.07 -0.05
C -4.04478 -1.37760 -1.50926 0.09 -0.01 0.03
H -3.15205 1.81836 -2.22065 0.01 0.01 0.01
H -1.40448 1.27544 -0.58909 -0.04 0.06 0.03
H -3.06542 -2.64084 -0.09068 -0.03 0.00 0.01
H -4.77121 -2.12729 -1.79663 -0.01 -0.02 0.01
C 5.03009 -4.14386 0.44711 0.01 0.01 0.00
C 4.10823 -2.99235 0.17967 0.06 -0.03 -0.01
C 4.41953 -1.64044 0.00051 0.04 0.00 -0.01
C 3.18750 -1.02871 -0.23422 0.01 -0.05 0.06
N 2.22656 -1.96197 -0.17603 0.14 -0.13 -0.26
N 2.79731 -3.17609 0.06613 -0.09 0.10 0.09
C 2.87416 0.40786 -0.50359 -0.01 0.01 -0.03
H 6.06010 -3.79557 0.54745 -0.01 0.00 0.00
H 5.00088 -4.87769 -0.36297 -0.01 0.02 0.00
H 4.75907 -4.66489 1.36886 -0.01 0.01 -0.01
H 5.39471 -1.17559 0.03059 -0.03 0.00 0.00
H 1.43420 -4.22433 -0.24969 -0.02 0.10 0.03
H 3.68703 0.88339 -1.05810 0.03 -0.01 0.02
H 2.72913 0.96760 0.42139 0.01 0.02 0.05
H 1.96276 0.49351 -1.09597 0.00 -0.02 0.01
C -1.56502 2.96553 -5.58934 0.03 -0.02 -0.01
C -0.10871 2.60108 -5.49743 -0.06 0.05 -0.03
C 0.89290 3.53705 -5.69304 0.03 0.10 0.00
C 2.22670 3.17635 -5.57744 -0.03 0.06 0.00
Cl 3.47242 4.39067 -5.83150 -0.07 -0.07 0.01
C 2.58228 1.88618 -5.24434 0.03 -0.02 0.00
C 1.59074 0.93480 -5.04745 0.06 0.03 -0.02
C 0.25299 1.28245 -5.19284 -0.03 -0.14 0.02
O -0.78089 0.42175 -5.08466 -0.01 -0.01 0.06
C -0.54180 -0.92667 -4.69211 -0.04 0.09 -0.23
C -0.14978 -1.10409 -3.23315 0.03 -0.11 0.30
O -0.33610 -2.26650 -2.77826 0.04 0.21 0.02
O 0.32242 -0.13832 -2.61033 -0.09 -0.01 -0.03
H -1.68402 4.04254 -5.71610 0.00 -0.02 0.00
H -2.10533 2.64931 -4.69442 0.07 0.01 -0.02
H -2.04553 2.45790 -6.42916 0.01 0.00 0.01
H 0.63138 4.56255 -5.92672 0.01 -0.02 0.00
H 3.62321 1.62301 -5.11366 -0.01 0.00 0.00
H 1.86696 -0.05709 -4.72355 0.01 0.02 -0.02
H 0.22605 -1.37661 -5.32993 0.00 -0.04 -0.02
H -1.47747 -1.45096 -4.86235 -0.04 0.02 -0.01
```
Forces are in eV/Å.

## Properties
strongest force on any atom	1.0	eV/A
frontier orbital gap (spin up / spin down)	4.03 / 5.38	eV
total charge	-2
E_HOMO (spin up / spin down)	-0.06 / -1.40	eV
2S+1	5
energy above the lowest of the compared OMol25 structures with the same formula, charge and spin	0.00	kcal/mol

# 2
Formula: C5H6N
Source: OMol25
Level of theory: ωB97M-V/def2-TZVPD

```
12
Properties=species:S:1:pos:R:3:forces:R:3
C -1.72042 0.98797 1.06958 2.57 1.10 -2.65
C -1.28269 -0.10550 1.88789 0.43 -0.29 -0.40
C -0.09168 -0.31107 1.23658 0.27 0.04 -0.21
C -0.00905 0.73310 0.08010 3.76 0.66 0.77
C 0.09906 0.06389 -1.23634 -2.56 -1.99 -1.16
N -1.24471 1.59204 0.12704 -2.55 -0.27 2.31
H -1.89549 -0.56250 2.63801 0.29 -0.34 0.31
H 0.72582 -1.12865 1.32219 -1.75 1.48 0.23
H 0.96160 1.51137 0.09989 -2.73 -1.83 0.72
H 0.01190 0.79428 -2.04072 1.03 -0.15 -0.05
H -0.81848 -0.58995 -1.45974 0.97 0.76 0.65
H 0.89205 -0.69736 -1.18460 0.28 0.83 -0.51
```
Forces are in eV/Å.

## Properties
strongest force on any atom	3.9	eV/A
frontier orbital gap	9.08	eV
total charge	+1
E_HOMO	-16.36	eV
2S+1	1
energy above the lowest of the compared OMol25 structures with the same formula, charge and spin	109.13	kcal/mol